1.
Below is the molecule C4H6N4O2, with properties calculated with wB97M-V/def2-TZVPD.

Properties
SMILES: C/C=[N+](/[O-])c1nonc1N

Geometry as ORCA input:
```
! RIJCOSX wB97M-V def2-TZVPD def2/J DEFGRID3
* xyz 0 1
O -0.421 2.121 -1.512
O 1.426 -0.863 0.972
N 0.799 1.737 -2.066
N 2.417 0.102 -1.503
N 0.245 -0.438 0.775
N -0.713 1.509 -0.361
C -0.699 -1.028 1.495
C 0.235 0.604 -0.233
C 1.208 0.755 -1.287
C -2.172 -0.695 1.234
H 2.859 0.347 -2.372
H -2.725 -1.359 1.859
H -0.271 -1.759 2.217
H 2.787 -0.457 -0.776
H -2.470 -0.876 0.124
H -2.505 0.300 1.434
*
```


2.
Below is the molecule C4H6N4O2, with properties calculated with wB97M-V/def2-TZVPD.

Properties
SMILES: O=C1N[C@H]2NC(=O)N[C@H]2N1

Geometry as ORCA input:
```
! RIJCOSX wB97M-V def2-TZVPD def2/J DEFGRID3
* xyz 0 1
O -2.784 -0.012 -1.093
O 2.817 0.005 -1.060
N 1.233 -1.112 0.252
N 1.176 1.123 0.174
N -1.227 1.091 0.230
N -1.200 -1.102 0.215
C 1.883 -0.002 -0.290
C -1.863 -0.013 -0.304
C 0.006 -0.737 0.949
C -0.008 0.755 0.978
H -1.439 -2.019 -0.167
H 0.014 -1.234 1.928
H -0.072 1.209 1.965
H -1.504 2.012 -0.108
H 1.344 -1.964 -0.264
H 1.412 2.036 -0.229
*
```


3.
Below is the molecule C4H6N4O3S, with properties calculated with wB97M-V/def2-TZVPD.

Geometry as ORCA input:
```
! RIJCOSX wB97M-V def2-TZVPD def2/J DEFGRID3
* xyz 0 1
S 1.504 1.068 -0.353
O 0.820 -2.247 -2.127
O 1.024 -1.363 1.506
O 2.611 -1.349 -1.429
N 1.407 -1.280 -1.655
N -1.546 0.683 -0.594
N -0.581 0.251 1.497
N -1.621 2.253 1.011
C -1.253 1.023 0.660
C -0.764 -0.193 -1.222
C 0.609 -0.195 -1.165
C -0.189 -0.940 1.123
H 2.612 0.419 -0.593
H -0.807 -1.581 0.616
H -1.138 -0.842 -2.046
H -2.524 2.483 0.681
H -1.469 2.512 1.957
H 1.304 -0.700 2.133
*
```


4.
Below is the ion C4H6N5 with charge +1, with properties calculated with wB97M-V/def2-TZVPD.

Geometry as ORCA input:
```
! RIJCOSX wB97M-V def2-TZVPD def2/J DEFGRID3
* xyz 1 1
N 0.636 -0.583 1.283
N 1.660 -1.266 -1.863
N -1.450 -0.966 0.721
N -2.386 -0.012 -1.130
N -0.407 -1.172 1.507
C 1.497 -0.701 -0.883
C 1.261 0.014 0.330
C -1.409 -0.056 -0.289
C 1.964 1.290 0.533
H -3.171 -0.663 -1.140
H 1.635 1.783 1.444
H 3.042 1.114 0.586
H 1.806 1.940 -0.330
H -2.381 0.693 -1.855
H -2.297 -1.415 1.085
*
```


5.
Below is a cluster of 2 separate species, C4H6N5O2 in total, with properties calculated with wB97M-V/def2-TZVPD.

Geometry as ORCA input:
```
! RIJCOSX wB97M-V def2-TZVPD def2/J DEFGRID3
* xyz 1 1
O 0.253 1.483 -0.819
O -0.429 3.222 0.588
N -1.419 1.091 0.954
N -0.762 0.644 1.881
N -0.959 -3.170 -1.206
N 0.827 -1.928 -0.963
N -0.126 -1.297 -0.348
C 0.510 1.267 1.623
C -1.160 -2.080 -0.451
C -0.214 1.946 0.414
C 0.356 -3.126 -1.367
H 1.373 0.688 1.505
H 0.688 1.787 2.556
H 0.881 -3.834 -2.051
H 1.778 -1.686 -0.868
H -1.044 3.639 -0.103
H -0.551 1.354 -1.345
*
```


6.
Below is a cluster of 2 separate species, C4H6N6O2 in total, with properties calculated with wB97M-V/def2-TZVPD.

Properties
SMILES: Nc1nnco1.On1ccnn1

Geometry as ORCA input:
```
! RIJCOSX wB97M-V def2-TZVPD def2/J DEFGRID3
* xyz 0 1
O -3.530 -0.742 0.039
O 4.198 -1.215 0.053
N -1.487 -1.553 -0.122
N -1.409 -0.153 -0.123
N 1.900 -0.915 -0.074
N 1.068 0.094 -0.123
N -3.094 1.537 -0.058
N 3.108 -0.399 -0.009
C -2.725 -1.842 -0.024
C 3.124 0.939 -0.013
C -2.621 0.253 -0.030
C 1.786 1.240 -0.087
H -2.363 2.233 0.103
H -3.931 1.706 0.478
H 1.304 2.199 -0.116
H 3.814 -2.101 0.034
H 4.044 1.516 0.039
H -3.185 -2.795 0.034
*
```


7.
Below is the ion C4H6NO with charge +1, with properties calculated with wB97M-V/def2-TZVPD.

Geometry as ORCA input:
```
! RIJCOSX wB97M-V def2-TZVPD def2/J DEFGRID3
* xyz 1 1
O 0.483 -1.633 -0.171
N 1.468 -0.177 0.460
C -0.729 -1.211 0.154
C 0.512 0.933 0.482
C 1.604 0.679 -0.466
C -0.749 0.426 -0.085
H 2.094 0.815 -1.393
H -0.718 0.460 -1.138
H -1.311 -1.382 1.161
H 0.541 1.446 1.427
H -1.665 0.968 0.219
H -1.530 -1.325 -0.649
*
```


8.
Below is a cluster of 2 separate species, C4H6NO in total, with properties calculated with wB97M-V/def2-TZVPD.

Geometry as ORCA input:
```
! RIJCOSX wB97M-V def2-TZVPD def2/J DEFGRID3
* xyz 1 1
O -2.792 0.560 -0.135
N -0.662 0.342 0.365
C -2.544 -0.792 0.023
C -1.712 1.266 -0.026
C -1.251 -0.956 0.247
C 0.568 0.653 0.590
H 1.599 0.134 -1.306
H 1.180 0.411 -0.474
H -3.388 -1.465 -0.193
H -0.711 -1.783 0.440
H 0.674 1.794 0.799
H 1.093 -0.039 1.315
*
```


9.
Below is the ion C4H6NO with charge +1, with properties calculated with wB97M-V/def2-TZVPD.

Properties
SMILES: C=[N+](C)C=C=O

Geometry as ORCA input:
```
! RIJCOSX wB97M-V def2-TZVPD def2/J DEFGRID3
* xyz 1 1
O 2.462 -1.770 -0.417
N -0.233 -0.016 0.146
C 1.079 0.019 0.513
C -0.969 1.177 0.324
C 1.788 -0.956 0.003
C -0.531 -0.924 -0.715
H 1.278 0.448 1.542
H 0.211 -1.567 -0.991
H -1.423 1.307 1.365
H -1.807 1.192 -0.390
H -0.364 1.965 -0.087
H -1.490 -0.874 -1.291
*
```


E_tot / Ha: -525.34925, -525.59730, -998.79718, -429.38444, -579.74765, -634.90634, -285.49707, -285.50121, -285.64234